[1]
DFT (ωB97M-V/def2-TZVPD) results for 8 unconnected molecules or ions with the total composition C24H56N8O8 in a non-equilibrium geometry.

Geometry (Å):
O 3.805 5.345 -2.622
O 5.021 -1.530 -5.826
O -0.744 5.226 2.708
O -0.279 -0.445 1.452
O -1.845 -5.109 -4.748
O -1.274 0.416 10.812
O -5.597 1.327 0.662
O -2.457 -6.258 2.599
N -1.665 5.471 4.700
N -0.237 -6.519 2.895
N 4.318 0.038 -7.379
N -5.972 -0.643 -0.526
N -0.474 -0.721 9.095
N 5.094 6.209 -0.969
N 0.114 -0.091 -0.776
N -1.667 -3.557 -6.410
C -2.238 -4.136 -5.346
C 0.657 -1.285 9.747
C 4.502 -0.456 -6.160
C -1.309 0.090 9.624
C -1.404 -5.918 3.133
C 4.047 5.572 -1.434
C 0.979 -5.842 3.198
C -2.831 5.606 5.514
C -6.008 -2.135 -0.491
C -6.251 0.081 -1.770
C 4.842 -0.521 -8.578
C -2.213 -2.379 -7.143
C -0.787 -1.274 7.788
C -0.487 0.188 0.398
C -0.350 -4.053 -6.804
C -0.476 4.925 5.409
C 3.397 1.165 -7.600
C -0.183 0.617 -2.002
C -0.038 -7.600 1.835
C 0.934 -1.252 -0.986
C 6.192 6.748 -1.830
C 5.283 6.338 0.567
C -1.674 5.606 3.394
C -5.709 0.089 0.583
H -1.614 -1.495 -6.924
H -0.320 5.588 6.260
H 5.937 7.800 -1.958
H -1.100 1.103 0.362
H 3.052 1.644 -6.684
H 0.070 -0.973 7.186
H -0.541 3.878 5.706
H 5.602 -1.264 -8.336
H 0.976 -0.897 10.715
H -1.731 -0.910 7.383
H -7.122 -0.196 -2.364
H 5.217 7.405 0.781
H 0.204 -7.109 0.893
H 0.445 -3.385 -6.472
H 6.271 6.228 -2.784
H -5.296 -2.534 -1.213
H 5.248 0.261 -9.221
H 1.691 -6.536 3.646
H -0.105 -5.084 -6.546
H -6.494 1.135 -1.641
H 7.153 6.586 -1.342
H 4.376 5.942 1.023
H -2.077 0.371 8.886
H 0.831 -5.165 4.040
H 0.728 -1.855 -1.870
H -5.547 -0.640 1.392
H 3.910 1.936 -8.174
H 0.865 -8.192 1.990
H 1.966 -0.999 -1.229
H -3.182 -3.634 -5.086
H 6.188 5.975 1.053
H 3.404 5.269 -0.593
H -3.146 -1.984 -6.740
H -0.644 -0.046 -2.734
H -6.990 -2.500 -0.790
H 2.543 0.767 -8.149
H -3.598 6.075 4.898
H -5.985 -2.602 0.494
H -0.880 -8.238 1.566
H 4.037 -1.018 -9.120
H -1.283 -5.213 3.970
H -0.102 -3.957 -7.861
H 0.354 5.007 4.708
H -0.892 1.433 -1.867
H 0.726 1.072 -2.395
H -2.560 6.164 3.054
H -2.331 -2.583 -8.207
H 4.200 0.183 -5.316
H -3.178 4.708 6.024
H -5.378 -0.081 -2.402
H -0.803 -2.347 7.979
H 1.494 -5.412 2.340
H 1.486 -0.961 9.118
H -2.666 6.344 6.299
H 0.933 -2.021 -0.214
H 0.644 -2.375 9.755

Summary:
M: 584.760 g mol⁻¹
largest force on an atom: 4.26 eV/A
energy above the lowest of the compared OMol25 structures with the same formula, charge and spin: 803.6 kJ/mol
spin multiplicity: 1
calculated total energy: -54093.6026 eV
lowest unoccupied orbital energy: 0.07 eV


[2]
DFT (ωB97M-V/def2-TZVPD) results for a molecular structure, C9H15BrIIrN3STe in a non-equilibrium geometry.

Geometry (Å):
Ir -0.730 1.073 1.006
I -2.581 0.651 -1.012
Te 0.556 3.545 0.150
Br -3.007 1.325 2.490
S 0.699 0.982 3.063
N 1.022 -0.612 0.536
N 1.991 -0.801 1.542
N 2.851 -0.383 3.644
C -0.528 4.339 -1.524
C -5.517 0.025 -0.619
C -6.795 0.000 1.425
C -5.677 0.425 2.129
C 1.953 -0.163 2.714
C -4.479 0.659 1.462
C -0.074 4.989 1.590
C -4.397 0.442 0.085
C -6.718 -0.184 0.049
H -5.464 -0.132 -1.687
H -5.734 0.574 3.196
H -1.599 4.354 -1.314
H -7.586 -0.501 -0.507
H 2.732 -1.480 1.355
H -0.306 3.735 -2.404
H 1.486 -0.366 -0.346
H 3.627 -1.028 3.543
H 2.787 0.095 4.536
H -1.160 5.046 1.623
H 0.522 -1.494 0.379
H 0.337 5.954 1.290
H -0.173 5.359 -1.686
H 0.328 4.707 2.559
H -7.724 -0.177 1.951

Summary:
M: 723.932 g mol⁻¹
largest force on an atom: 1.82 eV/A
energy above the lowest of the compared OMol25 structures with the same formula, charge and spin: 71.7 kJ/mol
spin multiplicity: 1
calculated total energy: -113127.1429 eV
net charge: +3
lowest unoccupied orbital energy (spin up / spin down): -12.14 / -12.93 eV


[3]
DFT (ωB97M-V/def2-TZVPD) results for CHI3O2S in the gas phase in a non-equilibrium geometry.

Geometry (Å):
I 2.652 1.938 -0.894
I -2.258 -0.655 -0.302
I 0.774 1.086 1.164
S 0.257 -2.028 -0.447
O 0.351 -2.244 0.999
O 0.898 -0.857 -0.943
C -0.969 0.995 -0.055
H -1.705 1.765 0.479

Summary:
M: 457.796 g mol⁻¹
largest force on an atom: 3.63 eV/A
<S²>: 2.01
energy above the lowest of the compared OMol25 structures with the same formula, charge and spin: 0.0 kJ/mol
spin multiplicity: 3
calculated total energy: -40280.8286 eV
lowest unoccupied orbital energy (spin up / spin down): -1.17 / -2.58 eV


[4]
DFT (ωB97M-V/def2-TZVPD) results for 2 unconnected molecules or ions with the total composition C10H15N2 in a non-equilibrium geometry.

Geometry (Å):
N 0.662 -2.951 -1.166
N -0.425 -0.934 -1.453
C -0.869 1.601 -1.396
C -0.617 -3.155 -1.491
C -0.876 2.943 2.549
C -1.236 -1.959 -1.827
C 1.955 -1.013 -0.601
C -0.590 0.336 -1.401
C 1.519 -3.953 -0.497
C -0.035 2.167 1.885
C -1.087 4.270 1.960
C 0.818 -1.563 -0.996
H 0.805 -4.577 0.040
H -1.068 -4.177 -1.469
H -1.129 2.541 3.511
H -0.692 2.242 -2.233
H 2.813 -1.711 -0.465
H 0.254 1.249 2.386
H 0.477 2.438 1.025
H -2.254 -1.849 -2.335
H 2.130 -3.399 0.179
H -0.403 4.317 1.078
H 2.086 -4.476 -1.121
H 1.986 0.065 -0.438
H -1.239 2.140 -0.442
H -0.808 4.920 2.843
H -2.176 4.487 1.875

Summary:
M: 163.244 g mol⁻¹
largest force on an atom: 4.90 eV/A
energy above the lowest of the compared OMol25 structures with the same formula, charge and spin: 620.6 kJ/mol
spin multiplicity: 1
calculated total energy: -13581.6385 eV
net charge: +1
lowest unoccupied orbital energy (spin up / spin down): -4.59 / -4.59 eV


[5]
DFT (ωB97M-V/def2-TZVPD) results for a molecular structure, C42H47As2Cl5CsN2O5S5 in a non-equilibrium geometry.

Geometry (Å):
Cs 0.169 -0.027 -0.109
As -1.571 1.464 -2.364
As 1.426 2.638 -1.580
Cl 2.883 -4.990 -2.211
Cl 3.611 -4.700 -5.242
Cl 1.118 0.116 -5.319
Cl 1.339 -2.729 -0.734
Cl 2.717 -2.129 -6.786
S -1.483 -3.166 -2.341
S 1.379 2.072 1.947
S -0.930 -0.368 3.593
S -1.983 -2.785 1.574
S -2.956 0.420 0.987
O 0.083 2.069 1.281
O -2.183 -1.997 -1.699
O 4.171 0.866 -0.381
O 2.427 2.797 1.241
O 0.608 -0.453 -2.464
N 1.708 0.604 2.289
N 2.039 -2.036 2.474
C 0.936 2.408 4.659
C 0.390 4.167 -0.868
C 1.276 -1.352 -3.063
C -0.610 2.594 -3.659
C 1.426 3.645 -4.383
C 1.108 4.417 3.325
C 0.710 2.963 -3.399
C -2.204 -4.648 -1.593
C 1.127 3.029 3.433
C 3.790 0.978 3.577
C -3.488 -4.546 -3.632
C 2.739 -3.443 -4.424
C 4.999 -0.941 4.438
C 4.049 -1.792 3.820
C -3.983 -1.032 0.667
C 1.636 -1.286 -4.452
C 2.816 0.190 2.988
C -1.698 -2.997 3.351
C 3.120 0.471 -0.474
C 3.093 3.649 -1.803
C -1.909 -1.752 4.212
C 2.337 -2.291 -5.102
C 0.838 3.988 -5.593
C -3.721 -2.261 1.541
C 4.859 0.411 4.302
C -3.144 2.642 -2.149
C 1.728 -2.548 -2.415
C 4.153 -3.201 3.868
C -0.495 3.671 -5.828
C -1.205 2.975 -4.860
C 0.701 3.187 5.787
C -2.426 0.293 -3.679
C -2.395 -3.494 -3.891
C 2.187 -3.334 2.532
C -2.141 0.979 3.599
C 2.959 -1.246 3.104
C -3.632 -4.678 -2.115
C 0.867 5.186 4.453
C 2.420 -3.555 -3.073
C -3.372 0.784 2.716
C 3.235 -3.975 3.227
C 0.661 4.571 5.684
H 0.847 6.266 4.375
H -2.932 3.411 -1.406
H -4.033 -2.085 2.571
H 0.407 4.986 -1.584
H -1.603 -1.980 5.234
H 2.462 3.906 -4.220
H 2.895 4.656 -2.167
H 0.555 2.709 6.748
H -4.329 -3.085 1.162
H 0.479 5.174 6.566
H -3.757 -1.273 -0.372
H 5.589 1.073 4.754
H -2.962 -1.467 4.246
H -4.428 -4.273 -4.111
H -3.967 2.031 -1.776
H 1.417 4.510 -6.346
H 3.767 3.135 -2.487
H -2.303 -3.825 3.726
H -1.665 -3.804 -4.641
H 3.739 2.056 3.467
H -4.170 -5.581 -1.821
H -3.438 3.117 -3.086
H -0.650 -3.295 3.400
H -1.662 -0.361 -4.098
H 0.971 1.327 4.723
H -2.783 -2.514 -4.169
H -4.169 -3.816 -1.710
H -3.969 1.698 2.748
H -1.562 1.828 3.230
H -2.908 0.859 -4.476
H -0.636 3.853 -0.684
H 5.827 -1.373 4.987
H -2.238 2.713 -5.060
H 3.303 -5.055 3.231
H -2.449 1.204 4.623
H -3.176 -5.506 -4.048
H 0.830 4.478 0.078
H 4.981 -3.648 4.409
H -1.615 -5.505 -1.941
H -5.039 -0.760 0.739
H -2.099 -4.540 -0.514
H -4.002 -0.024 3.090
H -3.163 -0.311 -3.153
H 1.449 -3.932 1.997
H 3.563 3.699 -0.822
H -0.973 3.952 -6.758
H 1.287 4.879 2.362

Summary:
M: 1280.196 g mol⁻¹
largest force on an atom: 3.19 eV/A
energy above the lowest of the compared OMol25 structures with the same formula, charge and spin: 225.0 kJ/mol
spin multiplicity: 1
calculated total energy: -296549.2657 eV
net charge: -1
lowest unoccupied orbital energy: 1.70 eV


[6]
DFT (ωB97M-V/def2-TZVPD) results for a molecular structure, C15H23F5HgNP in a non-equilibrium geometry.

Geometry (Å):
Hg -0.247 -0.252 -0.409
P 2.188 -0.736 -1.100
F -0.492 2.891 2.958
F 0.334 2.734 0.441
F -2.002 1.771 1.818
F -0.605 0.708 3.163
F 1.509 1.258 1.568
N -1.915 -0.844 -2.163
C 3.572 -1.124 -0.007
C -2.950 0.176 -1.907
C -2.477 1.635 -2.054
C 0.239 1.538 1.096
C -1.428 -0.748 -3.573
C 1.530 2.542 -3.357
C 2.576 0.930 -1.769
C 2.319 -1.778 -2.584
C -0.714 1.737 2.283
C -0.837 2.996 -3.326
C -1.044 1.936 -2.428
C -2.451 -2.206 -1.864
C 0.435 3.260 -3.821
C 0.065 1.265 -1.914
C 1.351 1.580 -2.361
H -3.376 0.011 -0.906
H -3.135 2.091 -2.812
H -1.692 3.595 -3.660
H 1.808 -2.726 -2.379
H 2.971 1.506 -0.914
H 2.535 2.738 -3.734
H -3.744 -0.007 -2.647
H 0.575 4.049 -4.556
H -1.956 0.077 -4.070
H 3.376 -1.978 -2.803
H 3.573 -0.415 0.831
H 4.523 -1.068 -0.550
H -1.652 -2.834 -1.442
H -1.631 -1.689 -4.104
H -3.280 -2.133 -1.142
H -0.355 -0.517 -3.582
H -0.602 -1.393 1.088
H 1.847 -1.305 -3.452
H -0.532 -1.941 0.451
H 3.432 -2.144 0.368
H 3.373 0.796 -2.516
H -2.826 -2.677 -2.790
H -2.718 2.132 -1.101

Summary:
M: 543.910 g mol⁻¹
largest force on an atom: 2.32 eV/A
energy above the lowest of the compared OMol25 structures with the same formula, charge and spin: 18.9 kJ/mol
spin multiplicity: 1
calculated total energy: -44465.0009 eV
lowest unoccupied orbital energy: 0.41 eV